{
  "formula": "C43H40NiO5PS2",
  "method": "wB97M-V/def2-TZVPD",
  "charge": 1,
  "multiplicity": 3,
  "lumo_energy_ev": [-2.47, -2.60],
  "de_lowest_ev": 2.452,
  "homo_energy_ev": [-10.46, -11.00],
  "homo_lumo_gap_ha": [0.294, 0.308],
  "symbols": ["Ni", "O", "C", "O", "C", "C", "C", "C", "C", "C", "P", "C", "C", "C", "C", "C", "C", "C", "C", "C", "C", "C", "C", "H", "H", "H", "H", "H", "H", "H", "H", "H", "H", "H", "H", "H", "H", "O", "S", "C", "C", "C", "C", "S", "O", "C", "C", "C", "C", "C", "C", "C", "C", "C", "C", "C", "C", "H", "H", "H", "H", "H", "H", "H", "H", "H", "H", "H", "H", "H", "H", "H", "H", "H", "H", "C", "C", "O", "C", "C", "C", "C", "C", "C", "H", "H", "H", "H", "H", "H", "H", "H"],
  "xyz": [[-0.14889, -0.92624, 0.31540], [1.68262, -3.67425, 2.64278], [1.43716, -3.20506, 1.54318], [0.37302, -2.53662, 1.26388], [2.45288, -3.44000, 0.43180], [3.17577, -4.62817, 0.47219], [4.13022, -4.90487, -0.49060], [4.37691, -3.99257, -1.50797], [3.68422, -2.79718, -1.54807], [2.72367, -2.51052, -0.57627], [1.91789, -0.88177, -0.60674], [3.22647, 0.29366, -0.19148], [4.28595, -0.09800, 0.62475], [5.22186, 0.83880, 1.03620], [5.09730, 2.16525, 0.64888], [4.02926, 2.56239, -0.14530], [3.08769, 1.63379, -0.55732], [1.50772, -0.60854, -2.35934], [2.40125, -0.16092, -3.32853], [2.00395, -0.08219, -4.65347], [0.71623, -0.45236, -5.01684], [-0.19162, -0.87118, -4.05870], [0.20103, -0.93216, -2.73241], [2.96945, -5.32943, 1.26881], [4.68695, -5.83153, -0.44697], [5.11814, -4.21059, -2.26575], [3.89746, -2.08116, -2.33050], [4.37852, -1.13430, 0.92696], [6.04709, 0.53086, 1.66482], [5.83195, 2.89221, 0.96915], [3.92848, 3.59988, -0.43645], [2.24258, 1.93855, -1.16320], [3.40281, 0.13419, -3.04125], [2.70362, 0.25809, -5.40542], [0.40942, -0.39415, -6.05252], [-1.20698, -1.13711, -4.32247], [-0.88396, -0.55811, -1.16725], [-2.15227, -0.83691, 0.59880], [-3.36827, -1.06617, 1.45525], [-4.19737, 0.60159, 1.43593], [-3.39160, 1.51447, 0.52950], [-2.25118, 2.15224, 1.32583], [-1.21437, 2.86889, 0.47888], [0.00884, 1.67026, -0.19303], [-0.72880, -1.31955, -1.77699], [-0.04181, 1.97436, -1.95411], [1.09384, 2.50355, -2.55332], [1.08937, 2.77889, -3.91252], [-0.04490, 2.52443, -4.66932], [-1.17150, 1.97898, -4.06930], [-1.17115, 1.69440, -2.71209], [-4.49666, -1.87126, 0.31368], [-4.16086, -1.97283, -1.02406], [-5.05862, -2.57340, -1.89504], [-6.26198, -3.07226, -1.41767], [-6.57630, -2.97993, -0.06756], [-5.69110, -2.37416, 0.80827], [-4.20193, 0.97764, 2.45976], [-5.21882, 0.43595, 1.10313], [-4.02770, 2.28824, 0.09456], [-2.99391, 0.91486, -0.29300], [-1.72622, 1.38225, 1.89129], [-2.67643, 2.85638, 2.04647], [-0.62992, 3.55730, 1.08668], [-1.64664, 3.41151, -0.36046], [1.97589, 2.69395, -1.95575], [1.97237, 3.19687, -4.37792], [-0.04929, 2.74143, -5.72925], [-2.05228, 1.76856, -4.66195], [-2.04634, 1.24980, -2.25580], [-3.20188, -1.60227, -1.36526], [-4.81186, -2.65445, -2.94503], [-6.95758, -3.54065, -2.10097], [-7.50822, -3.38550, 0.30194], [-5.92088, -2.29207, 1.86485], [1.99452, -0.22299, 3.37120], [0.66294, 0.36898, 3.04868], [0.15054, 0.25236, 1.93711], [-0.03984, 1.15781, 4.08634], [-1.42514, 1.05710, 4.19986], [-2.10859, 1.85621, 5.09780], [-1.41798, 2.78910, 5.86085], [-0.03714, 2.88219, 5.76209], [0.65534, 2.05501, 4.89367], [2.11435, -1.15761, 2.82360], [2.09763, -0.40389, 4.43777], [2.78638, 0.45917, 3.04734], [-1.93695, 0.31701, 3.60105], [-3.18253, 1.76340, 5.19979], [-1.95779, 3.43780, 6.53757], [0.50112, 3.59797, 6.36856], [1.73336, 2.12630, 4.81834]],
  "atomic_forces_ev_per_a": [[1.354, -0.385, 2.147], [0.001, 0.037, -0.077], [0.136, -0.113, 0.020], [-0.553, 0.009, 0.008], [-0.146, 0.225, 0.088], [0.037, -0.057, -0.069], [-0.071, -0.010, 0.045], [0.104, 0.010, -0.101], [0.012, -0.045, 0.132], [-0.097, 0.016, -0.040], [0.609, -0.357, -0.628], [-0.065, 0.074, 0.217], [-0.051, -0.057, -0.172], [0.033, 0.034, 0.064], [0.038, 0.019, 0.037], [-0.042, -0.040, -0.030], [0.533, -0.528, 0.500], [0.095, -0.309, 0.166], [-0.113, -0.317, -0.148], [0.159, -0.266, 0.010], [0.173, -0.271, 0.062], [0.074, -0.351, 0.137], [0.733, -0.117, -0.421], [0.009, 0.048, 0.042], [-0.022, -0.017, -0.024], [0.002, 0.006, 0.002], [0.011, -0.010, -0.016], [0.061, 0.002, 0.002], [0.012, 0.005, -0.018], [0.004, 0.000, 0.001], [0.005, 0.060, -0.021], [1.417, -1.397, 1.786], [0.027, -0.003, 0.010], [-0.017, 0.028, -0.007], [-0.010, -0.001, -0.012], [-0.004, 0.020, 0.007], [-1.003, 0.549, -1.841], [0.530, -0.257, -0.064], [-0.565, 0.042, -0.398], [0.106, -0.112, 0.013], [0.114, 0.258, 0.003], [-0.130, -0.019, -0.265], [-0.009, -0.232, 0.019], [-0.680, 0.149, -0.929], [-0.271, -0.098, 0.094], [-0.081, 0.576, 0.232], [-0.804, 0.886, -0.857], [-0.200, 0.162, 0.005], [-0.108, 0.203, 0.108], [-0.060, 0.314, 0.079], [-0.088, 0.388, -0.115], [-0.024, -0.074, 0.226], [0.193, 0.083, 0.016], [-0.038, 0.004, 0.053], [-0.002, 0.001, -0.049], [-0.040, 0.011, -0.009], [0.054, 0.033, 0.091], [-0.054, -0.097, 0.040], [-0.011, -0.004, 0.024], [-0.095, -0.044, 0.068], [-0.045, 0.236, -0.036], [-0.244, 0.248, -0.126], [0.033, 0.010, 0.015], [-0.010, 0.057, -0.035], [0.023, 0.005, -0.024], [-0.929, 1.351, -1.673], [0.010, 0.000, -0.014], [0.002, 0.003, -0.011], [-0.007, -0.016, -0.003], [-0.047, 0.035, 0.069], [-0.071, -0.057, -0.039], [-0.007, -0.023, -0.002], [0.001, -0.019, 0.015], [-0.003, 0.012, 0.004], [-0.040, -0.064, -0.010], [-0.013, -0.144, -0.123], [0.437, -0.059, 0.171], [-0.232, -0.249, 1.345], [-0.146, 0.167, -0.090], [0.165, -0.096, 0.184], [-0.096, -0.002, -0.017], [0.009, -0.042, -0.034], [0.020, 0.059, 0.069], [0.073, -0.074, -0.068], [-0.005, 0.011, 0.080], [0.033, -0.015, 0.003], [-0.039, 0.076, -0.014], [-0.083, -0.050, 0.069], [0.013, -0.010, 0.013], [0.013, -0.022, 0.032], [0.005, 0.001, -0.009], [0.000, 0.012, 0.017]],
  "lowdin_charge": [0.41, 0.06, -0.62, -0.10, -0.12, 0.00, -0.05, -0.06, -0.07, -0.27, 1.13, -0.32, -0.08, -0.07, -0.07, -0.05, -0.14, -0.27, -0.08, -0.07, -0.06, -0.01, -0.31, 0.12, 0.11, 0.11, 0.10, 0.11, 0.11, 0.11, 0.11, -0.02, 0.12, 0.12, 0.12, 0.13, 0.00, -0.58, 1.10, -0.26, -0.23, -0.27, -0.33, 1.07, -0.02, -0.46, -0.10, -0.05, -0.07, -0.07, -0.10, -0.38, -0.06, -0.05, -0.06, -0.06, -0.08, 0.09, 0.10, 0.13, 0.08, 0.04, 0.13, 0.09, 0.09, 0.07, 0.12, 0.12, 0.12, 0.11, 0.09, 0.11, 0.11, 0.11, 0.12, 0.05, -0.30, -0.12, -0.15, -0.03, -0.06, -0.06, -0.06, -0.01, 0.07, 0.11, 0.10, 0.10, 0.11, 0.11, 0.11, 0.12]
}

{
  "formula": "C35H70N2O9S2",
  "method": "wB97M-V/def2-TZVPD",
  "charge": 0,
  "lumo_energy_ev": 0.49,
  "de_lowest_ev": 0.060,
  "homo_energy_ev": -8.55,
  "homo_lumo_gap_ha": 0.332,
  "symbols": ["C", "C", "N", "C", "C", "N", "C", "C", "C", "C", "C", "C", "O", "C", "C", "O", "C", "C", "C", "C", "C", "C", "C", "C", "C", "O", "C", "C", "C", "C", "O", "C", "C", "O", "H", "H", "H", "H", "H", "H", "H", "H", "H", "H", "H", "H", "H", "H", "H", "H", "H", "H", "H", "H", "H", "H", "H", "H", "H", "H", "H", "H", "H", "H", "H", "H", "H", "H", "H", "H", "H", "H", "H", "H", "H", "H", "H", "H", "H", "H", "H", "H", "H", "H", "H", "H", "H", "H", "O", "S", "O", "C", "C", "C", "C", "H", "H", "H", "H", "H", "H", "H", "H", "O", "S", "O", "C", "C", "C", "C", "H", "H", "H", "H", "H", "H", "H", "H"],
  "xyz": [[-5.55995, -3.42248, -0.61616], [-4.01955, -3.74040, -0.63001], [-3.31996, -3.43954, 0.62197], [-3.26949, -2.01374, 0.91256], [-2.05663, -1.35789, 0.13320], [-2.46657, -0.25593, -0.71211], [-1.79158, 1.01969, -0.61650], [-0.64808, 1.13845, -1.70074], [0.24537, -0.10947, -1.86863], [1.41247, -0.23020, -0.84985], [2.17198, -1.59049, -0.94595], [1.23359, -2.80512, -0.72280], [1.96831, -3.95469, -0.32693], [1.38728, -4.53534, 0.84750], [-1.35429, 1.48598, 0.79870], [-1.07568, 2.87357, 0.90582], [0.29653, 3.20357, 0.78478], [0.98653, 3.56117, 2.12716], [0.01957, 3.95494, 3.27005], [0.88137, 4.55121, 4.43246], [1.21402, 6.05670, 4.27887], [0.04070, 6.98077, 3.87072], [-1.03022, 7.20627, 4.99217], [-2.20740, 6.19291, 4.98716], [-2.09817, 5.01807, 5.99435], [-1.22416, 5.28343, 7.07883], [-0.90023, 4.11637, 7.79379], [-2.84221, 2.09184, -1.10235], [-4.00051, 2.17593, -0.03560], [-4.90658, 3.45310, -0.19482], [-3.85602, 3.18733, 0.91753], [-3.69367, -4.22910, 1.71240], [-4.32419, -5.61289, 1.42783], [-3.51810, -3.93552, 2.86510], [-5.87279, -3.24803, 0.42435], [-5.80096, -2.53938, -1.21898], [-6.07741, -4.30354, -1.02031], [-3.81100, -4.74469, -1.01287], [-3.58662, -3.06232, -1.38854], [-3.11406, -1.77852, 1.96992], [-4.18101, -1.47299, 0.59548], [-1.69758, -2.17713, -0.52403], [-1.23816, -1.17117, 0.83895], [-3.44592, -0.21762, -0.94087], [-0.06060, 2.06103, -1.58820], [-1.20136, 1.25120, -2.65148], [0.73843, -0.00999, -2.85606], [-0.31836, -1.04914, -1.94330], [2.12665, 0.59059, -1.04011], [1.09639, -0.14257, 0.20164], [2.85957, -1.58268, -0.07827], [2.79850, -1.66951, -1.84492], [0.44308, -2.53309, -0.00418], [0.69952, -2.95947, -1.68303], [1.21854, -3.75615, 1.61095], [2.14920, -5.21717, 1.25165], [0.45159, -5.05329, 0.58542], [-0.43605, 0.95164, 1.11348], [-2.10019, 1.23276, 1.57494], [0.90067, 2.42025, 0.29347], [0.37444, 4.07766, 0.11190], [1.61746, 4.45018, 1.93360], [1.68101, 2.78881, 2.49212], [-0.40222, 3.01651, 3.67019], [-0.79374, 4.61646, 2.96057], [0.48314, 4.29471, 5.42122], [1.84896, 4.01675, 4.36482], [1.60958, 6.40974, 5.24789], [2.03136, 6.19859, 3.54955], [0.48581, 7.98070, 3.70925], [-0.41842, 6.69633, 2.91352], [-0.54143, 7.33248, 5.96575], [-1.47531, 8.18714, 4.74518], [-3.13123, 6.75272, 5.20342], [-2.34947, 5.76100, 3.98476], [-1.75878, 4.12064, 5.44684], [-3.10357, 4.81466, 6.40823], [-1.73765, 3.71149, 8.38924], [-0.52563, 3.31460, 7.12505], [-0.06187, 4.35748, 8.46552], [-2.42150, 3.10074, -1.13723], [-3.32516, 1.77252, -2.03685], [-4.50703, 1.24448, 0.25536], [-5.69116, 3.59553, 0.55579], [-4.42142, 4.39754, -0.46145], [-4.19920, -6.26778, 2.29748], [-5.38385, -5.53851, 1.15080], [-3.79764, -6.12380, 0.60315], [-0.34998, -5.34250, -5.52689], [0.83292, -4.75303, -4.94968], [0.88866, -3.36272, -4.56041], [1.35171, -5.76144, -3.56610], [2.27670, -6.80494, -4.18341], [3.15449, -6.04149, -5.17915], [2.23518, -5.13104, -6.00223], [0.47951, -6.19247, -3.07864], [1.89285, -5.11836, -2.86963], [2.87141, -7.31028, -3.42314], [1.68998, -7.56143, -4.71126], [3.87764, -5.43321, -4.63054], [3.71599, -6.71697, -5.82390], [2.72992, -4.20369, -6.28360], [1.86216, -5.63707, -6.89146], [6.02608, -2.70208, -3.40490], [5.99173, -1.80580, -4.53350], [6.16931, -2.27088, -5.88688], [4.48540, -0.84534, -4.44436], [4.86393, 0.36590, -3.60093], [6.24500, 0.80997, -4.10298], [7.11732, -0.44527, -4.22071], [3.68795, -1.44281, -4.00552], [4.21751, -0.54971, -5.45899], [4.12592, 1.16277, -3.69151], [4.92713, 0.08167, -2.54705], [6.14039, 1.27956, -5.08388], [6.70084, 1.54239, -3.43710], [7.82727, -0.37171, -5.04144], [7.64500, -0.65490, -3.29148]],
  "atomic_forces_ev_per_a": [[0.734, -0.597, 0.231], [-0.190, 1.244, -1.115], [-1.391, -0.454, 0.962], [1.419, 1.488, -0.541], [-1.052, -1.727, -0.602], [1.019, 0.283, 0.798], [-0.438, 2.223, -1.581], [-0.622, -0.954, -0.041], [1.003, 0.519, -0.092], [0.025, -0.657, -0.475], [-0.080, 0.369, 1.322], [0.123, 0.976, -1.319], [-0.676, 0.262, 0.472], [0.759, 0.100, -0.244], [0.746, -0.852, 0.860], [0.311, -0.496, -0.472], [0.895, 0.454, -0.052], [-0.426, 0.950, -0.117], [1.031, -0.770, 0.888], [0.373, -0.112, -0.847], [-0.354, -0.034, 0.069], [0.448, 0.536, 1.084], [-0.197, 0.151, -1.417], [0.110, 0.227, 0.813], [-0.422, -0.085, -0.332], [0.062, -0.011, -0.274], [0.570, -0.315, 0.199], [-1.357, -0.878, 2.085], [-0.335, 2.745, -1.579], [2.312, -0.182, 3.581], [0.208, -1.645, -0.178], [-0.353, -1.571, -0.380], [0.717, -0.186, -0.656], [0.318, 0.828, 0.592], [-0.148, -0.073, -0.384], [0.006, -0.262, 0.158], [-0.158, 0.439, 0.161], [-0.033, 0.189, 0.476], [0.085, -0.355, 0.282], [-0.317, -0.668, -0.126], [0.079, -0.476, 0.082], [0.107, 0.280, 0.352], [-0.239, 0.544, -0.288], [0.081, -0.011, 0.248], [-0.090, -0.303, 0.144], [0.257, -0.023, 0.289], [-0.205, -0.130, 0.284], [-0.154, 0.475, 0.211], [-0.226, -0.212, 0.157], [-0.152, 0.080, -0.343], [-0.009, -0.139, -0.447], [-0.378, -0.152, 0.081], [0.457, -0.159, 0.067], [0.200, -0.446, 0.367], [-0.166, -0.276, -0.232], [-0.463, -0.043, -0.175], [0.205, 0.066, 0.318], [-0.393, -0.004, -0.172], [-0.052, 0.160, -0.510], [-0.476, 0.047, 0.135], [-0.262, -0.235, 0.275], [-0.092, -0.385, -0.021], [-0.399, 0.006, -0.157], [-0.272, 0.379, -0.306], [0.198, -0.247, -0.073], [-0.139, 0.390, -0.286], [-0.314, 0.135, 0.284], [-0.103, -0.022, -0.349], [-0.287, -0.187, 0.181], [-0.079, -0.385, -0.122], [0.037, -0.046, 0.306], [-0.208, -0.320, -0.177], [0.089, -0.317, 0.224], [0.284, -0.190, 0.019], [0.096, 0.192, 0.271], [-0.045, 0.140, 0.301], [0.250, -0.148, -0.225], [0.115, 0.208, -0.233], [-0.300, 0.247, 0.115], [-0.412, 0.045, -0.102], [0.040, -0.323, -0.302], [0.486, 0.155, 0.005], [0.159, 0.432, 0.096], [-0.928, -0.356, -1.414], [-0.795, -0.420, -1.509], [-0.183, 0.522, -0.031], [0.279, 0.052, 0.139], [-0.285, 0.243, 0.175], [-0.101, 0.285, 0.007], [0.360, -0.150, 0.290], [-0.319, 0.017, -0.140], [0.173, -0.245, 0.209], [-0.052, -0.030, -0.120], [0.104, 0.030, 0.094], [0.415, -0.127, -0.193], [-0.086, 0.147, -0.061], [-0.066, 0.030, 0.003], [-0.020, 0.024, -0.003], [-0.020, 0.010, 0.049], [-0.015, -0.007, -0.021], [-0.005, 0.045, -0.005], [-0.150, 0.043, -0.020], [-0.133, 0.056, 0.054], [0.068, -0.166, -0.179], [-0.240, 0.227, -0.150], [0.053, -0.301, 0.159], [-0.239, 0.279, 0.146], [0.124, 0.038, 0.071], [-0.093, 0.057, -0.006], [0.196, 0.435, 0.090], [0.081, -0.155, -0.097], [0.040, -0.080, -0.011], [-0.002, -0.031, 0.010], [-0.044, -0.012, -0.021], [-0.006, -0.028, 0.016], [0.005, -0.021, -0.024], [-0.010, -0.186, 0.013], [-0.058, -0.123, -0.024]],
  "lowdin_charge": [-0.07, -0.21, -0.08, -0.13, -0.17, 0.01, -0.42, -0.11, -0.18, -0.20, -0.15, -0.25, -0.20, -0.09, -0.14, -0.14, -0.21, -0.16, -0.19, -0.19, -0.20, -0.21, -0.18, -0.15, -0.23, -0.21, -0.13, -0.07, -0.29, 0.02, -0.14, -0.49, 0.00, 0.07, 0.08, 0.07, 0.07, 0.11, 0.11, 0.12, 0.11, 0.09, 0.11, 0.10, 0.11, 0.11, 0.12, 0.09, 0.11, 0.09, 0.12, 0.10, 0.09, 0.11, 0.09, 0.09, 0.09, 0.11, 0.14, 0.10, 0.13, 0.11, 0.11, 0.11, 0.09, 0.08, 0.10, 0.11, 0.10, 0.10, 0.10, 0.11, 0.10, 0.10, 0.10, 0.10, 0.12, 0.09, 0.08, 0.09, 0.13, 0.13, 0.13, 0.10, 0.10, 0.08, 0.08, 0.08, -0.32, 0.66, -0.34, -0.23, -0.22, -0.21, -0.22, 0.11, 0.10, 0.12, 0.12, 0.12, 0.12, 0.10, 0.10, -0.32, 0.66, -0.33, -0.23, -0.23, -0.21, -0.22, 0.09, 0.11, 0.12, 0.12, 0.12, 0.11, 0.10, 0.10]
}